# C56H61N6O2S2TeZr

A structure of composition C56H61N6O2S2TeZr at a distorted geometry (ωB97M-V/def2-TZVPD, the Open Molecules 2025 dataset).

Computed properties:
* HOMO energy: -4.75 eV
* frontier orbital gap: 7.065 eV
* maximum force: 0.0321 Eh/bohr
* relative energy (zero: lowest compared OMol25 entry of this formula, charge and spin): 382.0 kJ/mol

Structure (ORCA input):
```
! RIJCOSX wB97M-V def2-TZVPD def2/J DEFGRID3
* xyz -1 1
Zr -0.423 0.038 0.156
O -1.684 -1.447 -0.062
C -1.340 -2.730 -0.249
C -2.080 -3.551 -1.090
C -1.768 -4.899 -1.184
C -0.747 -5.442 -0.410
C -0.016 -4.610 0.425
C -0.264 -3.245 0.483
C 0.568 -2.339 1.340
N 1.127 -1.200 0.674
C 2.403 -0.629 1.111
C 2.734 -0.821 2.593
N 1.624 -0.215 3.276
C 1.746 0.939 3.768
C 0.547 1.761 3.989
C 0.401 2.567 5.114
C -0.700 3.388 5.271
C -1.651 3.432 4.255
C -1.501 2.674 3.109
C -0.404 1.823 2.952
O -0.247 1.121 1.838
H -2.897 -3.113 -1.650
H -2.339 -5.535 -1.850
H -0.521 -6.498 -0.459
H 0.758 -5.025 1.066
H 1.279 -2.923 1.917
H 2.368 0.454 0.942
H 3.233 -1.004 0.501
H 3.697 -0.328 2.799
H 2.820 -1.876 2.858
H 2.734 1.402 3.917
H 1.163 2.523 5.885
H -0.816 3.991 6.162
H -2.511 4.084 4.345
H -2.206 2.757 2.297
C -2.067 0.460 -5.925
C -1.347 1.119 -4.743
C -0.346 2.156 -5.261
C -2.399 1.730 -3.811
C -3.337 2.535 -4.444
C -4.461 2.987 -3.784
C -4.615 2.642 -2.458
C -3.658 1.926 -1.737
C -4.011 1.910 -0.245
C -3.342 0.860 0.610
C -3.814 3.311 0.351
C -2.517 1.449 -2.427
N -1.418 0.726 -1.851
C -0.255 1.254 -2.134
C 1.049 0.654 -2.060
C 2.084 1.668 -2.098
C 3.283 1.492 -2.694
C 3.496 0.280 -3.438
C 2.607 -0.729 -3.375
C 1.420 -0.694 -2.511
N 0.704 -1.736 -2.212
C 0.999 -3.048 -2.658
C 1.925 -3.912 -2.020
C 2.050 -5.220 -2.477
C 1.278 -5.720 -3.513
C 0.384 -4.869 -4.132
C 0.253 -3.543 -3.734
C -0.595 -2.618 -4.591
C -1.928 -3.243 -4.997
C 0.239 -2.262 -5.827
C 2.788 -3.533 -0.827
C 2.960 -4.699 0.157
C 4.212 -3.090 -1.189
H -1.359 -0.078 -6.554
H -2.560 1.203 -6.553
H -2.830 -0.240 -5.576
H -0.790 0.342 -4.219
H -0.859 2.963 -5.790
H 0.356 1.687 -5.955
H 0.234 2.606 -4.454
H -3.204 2.772 -5.492
H -5.204 3.590 -4.292
H -5.493 2.982 -1.922
H -5.087 1.699 -0.205
H -3.474 -0.141 0.209
H -3.720 0.883 1.633
H -2.285 1.109 0.676
H -2.760 3.595 0.332
H -4.182 3.331 1.381
H -4.363 4.060 -0.219
H -0.255 2.266 -2.534
H 1.845 2.634 -1.671
H 4.017 2.287 -2.692
H 4.379 0.173 -4.060
H 2.782 -1.644 -3.928
H 2.765 -5.874 -1.993
H 1.378 -6.749 -3.833
H -0.212 -5.233 -4.960
H -0.801 -1.712 -4.014
H -1.798 -4.036 -5.737
H -2.581 -2.489 -5.446
H -2.437 -3.668 -4.132
H 0.673 -3.171 -6.252
H 1.061 -1.590 -5.569
H -0.362 -1.792 -6.606
H 2.272 -2.714 -0.335
H 3.777 -5.353 -0.159
H 2.064 -5.317 0.246
H 3.226 -4.316 1.145
H 4.678 -3.837 -1.839
H 4.816 -3.017 -0.280
H 4.250 -2.135 -1.689
Te -0.884 -1.638 3.031
C -2.567 -2.877 2.753
C -3.846 -2.414 2.919
C -4.833 -3.435 2.829
C -4.286 -4.660 2.591
S -2.583 -4.566 2.482
H -4.070 -1.371 3.097
H -5.896 -3.261 2.922
H -4.793 -5.601 2.456
C -2.925 5.821 -3.200
C -1.534 5.478 -2.752
C -0.413 5.971 -3.412
C 0.809 5.540 -2.936
N 0.943 4.712 -1.910
C -0.189 4.293 -1.307
S -0.073 3.223 0.063
N -1.425 4.660 -1.715
H -2.971 6.820 -3.636
H -3.609 5.751 -2.356
H -3.253 5.102 -3.953
H -0.493 6.650 -4.251
H 1.733 5.869 -3.406
*
```



# C56H65IO3P

A structure of composition C56H65IO3P (ωB97M-V/def2-TZVPD, the Open Molecules 2025 dataset).

Computed properties:
* HOMO energy: -3.56 eV
* frontier orbital gap: 5.512 eV
* maximum force: 0.0095 Eh/bohr

Structure (ORCA input):
```
! RIJCOSX wB97M-V def2-TZVPD def2/J DEFGRID3
* xyz -1 1
C 2.062 6.233 -3.815
C 3.570 6.015 -3.682
C 3.901 4.953 -2.630
C 3.795 3.527 -3.193
C 3.265 2.434 -2.239
C 3.545 2.632 -0.749
C 5.035 2.639 -0.411
C 5.358 2.962 1.037
I 4.665 4.991 1.536
P 7.043 2.850 1.385
O 7.571 1.469 1.436
O 7.385 3.623 2.766
O 7.893 3.753 0.297
H 1.528 5.285 -3.701
H 1.701 6.892 -3.021
H 1.781 6.664 -4.778
H 4.050 6.957 -3.403
H 3.986 5.717 -4.650
H 4.899 5.131 -2.229
H 3.222 5.076 -1.782
H 4.773 3.228 -3.580
H 3.133 3.562 -4.066
H 2.185 2.325 -2.390
H 3.706 1.476 -2.534
H 3.069 3.543 -0.384
H 3.080 1.811 -0.193
H 5.592 3.242 -1.144
H 5.387 1.605 -0.546
H 7.348 4.578 2.664
H 8.735 4.052 0.653
C 4.245 0.066 2.311
C 4.309 -1.272 1.944
C 3.195 -2.091 2.086
C 2.012 -1.572 2.595
C 1.947 -0.233 2.964
C 3.062 0.583 2.823
H 5.096 0.723 2.180
H 5.232 -1.669 1.539
H 3.247 -3.133 1.791
H 1.140 -2.210 2.703
H 1.022 0.177 3.354
H 3.017 1.632 3.090
C 1.879 -7.183 1.938
C 2.512 -8.220 2.611
C 3.340 -7.944 3.691
C 3.535 -6.631 4.098
C 2.903 -5.594 3.425
C 2.075 -5.870 2.347
H 1.238 -7.397 1.093
H 2.359 -9.245 2.296
H 3.833 -8.754 4.215
H 4.184 -6.413 4.938
H 3.055 -4.568 3.739
H 1.585 -5.060 1.820
C -3.263 1.066 1.035
C -3.849 0.787 2.263
C -3.225 -0.083 3.147
C -2.015 -0.670 2.804
C -1.430 -0.392 1.576
C -2.055 0.476 0.691
H -3.747 1.750 0.348
H -4.790 1.251 2.531
H -3.681 -0.299 4.106
H -1.522 -1.342 3.496
H -0.481 -0.841 1.315
H -1.593 0.699 -0.263
C -7.049 0.273 0.560
C -7.515 1.289 -0.263
C -8.867 1.604 -0.283
C -9.754 0.902 0.521
C -9.289 -0.113 1.346
C -7.937 -0.427 1.366
H -5.995 0.031 0.575
H -6.822 1.839 -0.889
H -9.225 2.398 -0.927
H -10.809 1.148 0.507
H -9.981 -0.659 1.975
H -7.572 -1.217 2.010
C 0.885 -9.991 7.437
C 1.040 -9.283 6.252
C 0.230 -9.569 5.162
C -0.738 -10.560 5.258
C -0.893 -11.268 6.443
C -0.080 -10.984 7.532
H 1.517 -9.767 8.287
H 1.791 -8.507 6.174
H 0.356 -9.016 4.240
H -1.371 -10.781 4.409
H -1.648 -12.041 6.517
H -0.201 -11.536 8.456
C 2.793 -7.421 -1.571
C 2.321 -8.722 -1.454
C 1.547 -9.274 -2.465
C 1.245 -8.525 -3.595
C 1.717 -7.225 -3.712
C 2.491 -6.673 -2.700
H 3.392 -6.991 -0.779
H 2.558 -9.303 -0.572
H 1.178 -10.288 -2.373
H 0.640 -8.955 -4.384
H 1.480 -6.641 -4.592
H 2.856 -5.658 -2.789
C -5.828 5.697 -1.121
C -6.285 6.722 -1.938
C -7.635 7.046 -1.956
C -8.528 6.347 -1.155
C -8.071 5.322 -0.338
C -6.721 4.997 -0.322
H -4.775 5.446 -1.105
H -5.589 7.269 -2.561
H -7.991 7.844 -2.595
H -9.580 6.601 -1.167
H -8.764 4.775 0.290
H -6.367 4.197 0.316
C -0.294 10.028 -5.996
C -0.561 8.710 -5.655
C -1.085 7.841 -6.602
C -1.341 8.290 -7.890
C -1.075 9.608 -8.232
C -0.551 10.478 -7.284
H 0.118 10.704 -5.258
H -0.354 8.355 -4.653
H -1.289 6.812 -6.335
H -1.747 7.610 -8.629
H -1.272 9.958 -9.237
H -0.342 11.506 -7.551
*
```



# C56H66AsCsOP2S

A structure of composition C56H66AsCsOP2S (ωB97M-V/def2-TZVPD, the Open Molecules 2025 dataset).

Computed properties:
* HOMO energy: -5.95 eV
* frontier orbital gap: 6.054 eV
* maximum force: 0.0039 Eh/bohr
* relative energy (zero: lowest compared OMol25 entry of this formula, charge and spin): 0.0 kJ/mol

Structure (ORCA input):
```
! RIJCOSX wB97M-V def2-TZVPD def2/J DEFGRID3
* xyz 0 1
Cs -0.084 0.789 0.763
C -1.528 1.910 3.424
C -2.044 2.889 2.535
C -0.951 3.732 2.156
C 0.195 3.227 2.838
C -0.158 2.119 3.622
C 0.731 1.356 4.588
C 0.730 2.066 5.951
C 2.174 1.288 4.081
C 0.225 -0.075 4.790
C -0.866 5.126 1.516
C 0.512 5.328 0.866
C -1.877 5.456 0.412
C -1.013 6.182 2.626
C -3.536 2.922 2.191
C -4.277 1.756 2.864
C -3.783 2.736 0.686
C -4.220 4.193 2.717
H -2.105 1.130 3.897
H 1.185 3.664 2.806
H 1.110 3.084 5.847
H 1.352 1.535 6.679
H -0.287 2.131 6.341
H 2.579 2.287 3.914
H 2.235 0.729 3.141
H 2.818 0.784 4.808
H -0.790 -0.087 5.188
H 0.862 -0.611 5.499
H 0.220 -0.634 3.848
H 0.698 4.561 0.108
H 1.324 5.285 1.591
H 0.558 6.309 0.381
H -1.765 4.793 -0.446
H -1.703 6.476 0.057
H -2.912 5.401 0.734
H -0.253 6.027 3.392
H -1.988 6.106 3.110
H -0.907 7.194 2.221
H -3.882 0.789 2.548
H -5.335 1.794 2.590
H -4.207 1.813 3.951
H -3.443 1.741 0.379
H -3.252 3.457 0.072
H -4.850 2.809 0.449
H -4.146 4.219 3.806
H -5.281 4.198 2.448
H -3.776 5.111 2.346
O 0.535 -0.861 -1.815
S 0.315 0.068 -2.969
C 1.622 -0.223 -4.165
C 1.366 0.116 -5.491
C 2.355 -0.024 -6.447
C 3.598 -0.507 -6.069
C 3.858 -0.800 -4.741
C 2.890 -0.642 -3.744
P 3.312 -0.962 -1.960
C 5.141 -1.130 -2.090
C 5.637 -2.433 -2.099
C 7.001 -2.677 -2.197
C 7.889 -1.614 -2.267
C 7.408 -0.311 -2.241
C 6.045 -0.071 -2.155
C 3.224 0.762 -1.322
C 3.369 0.906 0.060
C 3.393 2.163 0.649
C 3.252 3.299 -0.138
C 3.087 3.167 -1.507
C 3.079 1.909 -2.099
C -1.070 -0.579 -3.905
C -0.974 -1.775 -4.599
C -2.085 -2.266 -5.264
C -3.274 -1.551 -5.231
C -3.368 -0.366 -4.515
C -2.266 0.138 -3.825
P -2.352 1.579 -2.671
C -4.061 2.157 -2.944
C -4.411 3.226 -3.766
C -5.739 3.608 -3.894
C -6.732 2.924 -3.208
C -6.393 1.862 -2.382
C -5.065 1.491 -2.241
C -1.325 2.808 -3.548
C -1.203 2.891 -4.935
C -0.361 3.832 -5.508
C 0.362 4.705 -4.703
C 0.247 4.630 -3.323
C -0.583 3.675 -2.753
H 0.388 0.479 -5.778
H 2.151 0.232 -7.478
H 4.379 -0.640 -6.807
H 4.846 -1.144 -4.467
H 4.946 -3.265 -2.026
H 7.368 -3.695 -2.207
H 8.953 -1.800 -2.334
H 8.097 0.523 -2.287
H 5.685 0.951 -2.137
H 3.467 0.024 0.685
H 3.505 2.254 1.721
H 3.260 4.280 0.318
H 2.972 4.045 -2.130
H 2.971 1.839 -3.174
H -0.037 -2.317 -4.624
H -2.021 -3.198 -5.809
H -4.141 -1.922 -5.762
H -4.309 0.167 -4.485
H -3.648 3.773 -4.305
H -5.994 4.446 -4.530
H -7.767 3.225 -3.309
H -7.162 1.334 -1.832
H -4.805 0.679 -1.571
H -1.768 2.216 -5.570
H -0.271 3.887 -6.586
H 1.015 5.441 -5.156
H 0.800 5.304 -2.682
H -0.660 3.595 -1.675
C 3.212 -2.430 3.766
As 2.249 -2.376 2.058
C 3.542 -3.405 1.005
C 0.995 -3.840 2.415
H 3.517 -3.448 4.010
H 2.570 -2.041 4.555
H 4.096 -1.796 3.700
H 3.819 -4.322 1.526
H 4.435 -2.806 0.825
H 3.097 -3.644 0.040
H 1.519 -4.718 2.793
H 0.476 -4.099 1.492
H 0.257 -3.519 3.151
*
```